No. 1
{"formula": "CH7N8", "method": "ωB97M-V/def2-TZVPD", "lumo_ev": -4.02, "orbital_gap_ev": 9.38, "charge": 1, "homo_ev": -13.4, "de_lowest_kj_mol": 240.8, "elements": ["C", "N", "N", "N", "N", "N", "N", "N", "N", "H", "H", "H", "H", "H", "H", "H"], "positions_angstrom": [[1.218, 0.738, 0.046], [-2.204, 0.819, 0.281], [0.289, -0.202, -0.266], [-3.146, 0.267, 0.040], [2.523, 0.605, -0.269], [0.795, 1.864, 0.663], [-0.902, -2.041, -0.051], [-3.754, -0.981, -0.023], [0.122, -1.306, 0.298], [2.777, -0.357, -0.268], [3.246, 1.270, -0.125], [-0.156, 1.994, 1.018], [1.132, 2.732, 0.632], [-1.583, -1.746, -0.734], [-0.985, -3.006, 0.344], [-4.622, -0.886, -0.509]], "lowdin_charge": [-0.37, 0.20, 0.04, -0.16, 0.23, 0.23, 0.11, 0.06, -0.02, 0.12, 0.13, 0.11, 0.07, 0.08, 0.16, 0.02]}



No. 2
{"formula": "C4H4N2O", "method": "ωB97M-V/def2-TZVPD", "lumo_ev": -0.70, "orbital_gap_ev": 7.81, "homo_ev": -8.5, "de_lowest_kj_mol": 544.1, "elements": ["C", "C", "N", "N", "C", "C", "O", "H", "H", "H", "H"], "positions_angstrom": [[-0.013, -0.534, 0.912], [0.320, 0.666, 0.047], [1.369, 1.503, 0.581], [1.808, 2.274, -0.385], [0.938, 2.889, -1.151], [-0.164, 2.205, -1.546], [-0.210, 0.872, -1.133], [0.812, -1.156, 0.972], [-0.977, -1.101, 0.555], [-0.129, -0.128, 1.821], [-0.751, 2.532, -2.360]], "lowdin_charge": [0.02, -0.28, 0.08, -0.03, -0.05, -0.11, 0.05, 0.06, 0.14, 0.04, 0.09]}



No. 3
{"formula": "C27H25CdN5O2", "method": "ωB97M-V/def2-TZVPD", "lumo_ev": -0.79, "orbital_gap_ev": 5.71, "homo_ev": -6.5, "elements": ["Cd", "O", "C", "N", "C", "C", "C", "C", "C", "C", "N", "C", "O", "C", "C", "C", "C", "C", "N", "C", "C", "C", "C", "C", "N", "H", "H", "H", "H", "H", "H", "H", "H", "H", "H", "H", "H", "C", "N", "C", "C", "C", "C", "C", "C", "C", "C", "H", "H", "H", "H", "H", "H", "H", "H", "H", "H", "H", "H", "H"], "positions_angstrom": [[-0.192, 0.637, -0.305], [1.840, 4.375, 0.379], [1.595, 3.204, 0.088], [0.494, 2.700, -0.470], [-0.516, 3.555, -0.971], [-0.224, 4.803, -1.519], [-1.213, 5.570, -2.111], [-2.510, 5.086, -2.178], [-2.815, 3.844, -1.643], [-1.833, 3.071, -1.022], [-2.073, 1.772, -0.497], [-3.287, 1.454, -0.051], [-4.307, 2.145, -0.029], [-3.439, 0.059, 0.570], [-4.599, -0.194, 1.300], [-4.752, -1.428, 1.897], [-3.746, -2.377, 1.765], [-2.630, -2.035, 1.028], [-2.478, -0.851, 0.429], [2.705, 2.208, 0.426], [3.605, 2.572, 1.425], [4.656, 1.730, 1.718], [4.806, 0.561, 0.983], [3.871, 0.292, 0.002], [2.829, 1.080, -0.273], [0.791, 5.165, -1.468], [-0.962, 6.542, -2.518], [-3.293, 5.671, -2.644], [-3.823, 3.467, -1.691], [-5.336, 0.591, 1.370], [-5.644, -1.648, 2.471], [-3.818, -3.351, 2.229], [-1.797, -2.731, 0.944], [3.450, 3.513, 1.932], [5.362, 1.983, 2.498], [5.628, -0.119, 1.157], [3.971, -0.601, -0.602], [0.796, -4.426, -1.644], [0.767, -3.000, -2.071], [-0.634, -2.459, -2.076], [1.683, -2.080, -1.263], [1.388, -2.132, 0.203], [1.960, -3.113, 1.023], [1.724, -3.089, 2.383], [0.920, -2.077, 2.914], [0.370, -1.108, 2.092], [0.596, -1.105, 0.704], [0.121, -4.980, -2.291], [0.472, -4.472, -0.608], [1.815, -4.794, -1.739], [1.118, -2.970, -3.031], [-1.045, -2.593, -1.079], [-1.213, -3.009, -2.815], [-0.595, -1.401, -2.312], [1.449, -1.088, -1.645], [2.709, -2.332, -1.534], [2.627, -3.862, 0.606], [2.172, -3.833, 3.026], [0.730, -2.048, 3.980], [-0.250, -0.347, 2.556]], "lowdin_charge": [1.39, 0.01, -0.52, -0.04, -0.24, -0.04, -0.11, -0.11, -0.04, -0.24, -0.03, -0.51, 0.00, -0.19, 0.00, -0.06, -0.07, -0.17, 0.06, -0.21, -0.01, -0.06, -0.07, -0.16, 0.08, 0.10, 0.09, 0.09, 0.09, 0.11, 0.11, 0.10, 0.09, 0.12, 0.11, 0.10, 0.09, 0.01, -0.17, 0.01, -0.12, -0.33, -0.08, -0.08, -0.08, -0.15, -0.24, 0.10, 0.10, 0.11, 0.18, 0.07, 0.11, 0.08, 0.09, 0.13, 0.11, 0.10, 0.10, 0.09]}



No. 4
{"formula": "C21H21BF4MnN4O2SSe", "method": "ωB97M-V/def2-TZVPD", "lumo_ev": [-4.93, -3.70], "orbital_gap_ev": [6.38, 7.81], "charge": 1, "spin_multiplicity": 5, "s2": 6.09, "homo_ev": [-11.3, -11.5], "elements": ["Mn", "C", "C", "C", "C", "C", "C", "C", "S", "O", "O", "N", "C", "C", "C", "C", "C", "C", "C", "C", "N", "C", "H", "H", "H", "H", "H", "H", "H", "H", "H", "H", "H", "H", "H", "F", "B", "F", "F", "F", "C", "N", "C", "C", "N", "C", "C", "Se", "H", "H", "H", "H", "H", "H", "H", "H"], "positions_angstrom": [[-0.813, -0.236, 0.988], [3.573, -0.201, -4.570], [2.806, 0.474, -3.472], [1.547, 1.015, -3.728], [0.774, 1.536, -2.709], [1.279, 1.527, -1.420], [2.552, 1.052, -1.144], [3.313, 0.534, -2.175], [0.242, 1.949, -0.062], [0.083, 3.355, 0.106], [0.744, 1.188, 1.124], [-1.173, 1.156, -0.194], [-2.463, 1.653, -0.281], [-2.905, 2.761, -0.964], [-4.269, 3.099, -0.927], [-5.175, 2.359, -0.218], [-4.747, 1.236, 0.524], [-5.582, 0.459, 1.353], [-5.047, -0.584, 2.064], [-3.679, -0.853, 1.981], [-2.858, -0.142, 1.228], [-3.382, 0.888, 0.485], [3.540, 0.385, -5.488], [3.120, -1.172, -4.782], [4.611, -0.365, -4.287], [1.147, 0.991, -4.733], [-0.222, 1.911, -2.909], [2.923, 1.066, -0.128], [4.300, 0.145, -1.961], [-2.197, 3.371, -1.509], [-4.602, 3.970, -1.475], [-6.220, 2.635, -0.197], [-6.634, 0.704, 1.426], [-5.663, -1.195, 2.707], [-3.247, -1.672, 2.541], [-1.239, -2.167, -0.336], [-0.230, -1.838, -1.307], [0.365, -2.929, -1.847], [-0.741, -0.937, -2.199], [0.733, -1.150, -0.401], [1.938, 0.219, 4.096], [2.316, -0.781, 3.108], [3.583, -0.986, 2.627], [3.519, -2.024, 1.758], [2.214, -2.441, 1.715], [1.720, -3.558, 0.923], [1.482, -1.658, 2.519], [-0.383, -1.724, 2.791], [2.831, 0.554, 4.616], [1.243, -0.217, 4.808], [1.465, 1.067, 3.609], [4.425, -0.405, 2.960], [4.296, -2.502, 1.188], [2.426, -4.383, 0.988], [1.601, -3.266, -0.118], [0.755, -3.872, 1.310]], "lowdin_charge": [0.77, -0.03, -0.24, -0.01, -0.04, -0.29, -0.06, -0.02, 0.71, -0.22, -0.36, -0.20, -0.23, 0.02, -0.04, -0.01, -0.14, 0.04, -0.01, -0.09, 0.03, -0.12, 0.09, 0.09, 0.08, 0.13, 0.12, 0.11, 0.12, 0.12, 0.12, 0.12, 0.13, 0.12, 0.09, 0.05, -1.22, 0.20, 0.18, 0.01, -0.01, -0.10, -0.01, -0.01, -0.09, 0.01, -0.61, 0.87, 0.10, 0.08, 0.09, 0.14, 0.14, 0.11, 0.08, 0.08]}



No. 5
{"formula": "C5H8FN", "method": "ωB97M-V/def2-TZVPD", "lumo_ev": 1.12, "orbital_gap_ev": 9.54, "homo_ev": -8.4, "de_lowest_kj_mol": 385.4, "elements": ["F", "C", "C", "C", "N", "C", "C", "H", "H", "H", "H", "H", "H", "H", "H"], "positions_angstrom": [[-0.509, 1.622, -2.037], [-0.886, 1.360, -0.768], [0.289, 0.955, 0.088], [0.573, 0.119, 1.298], [0.674, -1.189, 0.637], [-0.060, -1.245, -0.589], [-0.915, -0.107, -0.432], [-1.699, 2.013, -0.491], [1.124, 0.855, -0.542], [-0.167, 0.218, 2.053], [1.472, 0.575, 1.847], [1.619, -1.623, 0.524], [0.426, -1.180, -1.561], [-0.618, -2.133, -0.640], [-1.322, -0.240, 0.614]], "lowdin_charge": [0.03, -0.25, -0.10, -0.22, -0.05, -0.27, -0.12, 0.14, 0.11, 0.09, 0.14, 0.13, 0.13, 0.10, 0.14]}